P) Formula: C36H99N9O9
Source: the OMol25 dataset
Level of theory: ωB97M-V with the def2-TZVPD basis set

Element x y z (Å)
C (-3.21799, -4.00755, 3.06951)
O (-4.12800, -2.96520, 3.38457)
C (-3.33332, -1.82140, 3.60484)
C (-4.28717, -0.65256, 3.60749)
C (-3.62912, 0.59833, 4.02709)
N (-5.45202, -0.96647, 4.44448)
H (-3.70507, -4.95926, 2.96413)
H (-2.53673, -4.08080, 3.92302)
H (-2.59906, -3.76290, 2.21581)
H (-2.74307, -2.01003, 4.57713)
H (-2.56733, -1.74355, 2.79907)
H (-4.59382, -0.51421, 2.56695)
H (-3.15058, 0.48564, 4.99750)
H (-4.32941, 1.45209, 3.97005)
H (-2.78921, 0.75563, 3.33503)
H (-5.61948, -1.97900, 4.38814)
H (-5.06775, -0.82039, 5.38287)
C (-4.69626, -2.04928, -1.94070)
O (-3.54331, -1.89444, -2.86801)
C (-3.98238, -2.30246, -4.15717)
C (-2.85754, -1.92369, -5.06892)
C (-1.50724, -2.48977, -4.47513)
N (-2.80353, -0.50549, -5.29416)
H (-5.65188, -1.56803, -2.27726)
H (-4.38906, -1.60085, -1.04585)
H (-4.86155, -3.08352, -1.78350)
H (-4.31979, -3.34143, -4.14894)
H (-4.86393, -1.70459, -4.37020)
H (-3.01080, -2.43002, -6.00416)
H (-1.71258, -3.49916, -4.05690)
H (-1.18575, -1.84178, -3.68294)
H (-0.68871, -2.60693, -5.21843)
H (-2.18509, -0.26887, -6.02445)
H (-2.52535, -0.02335, -4.41364)
C (0.59927, -2.29327, 5.52913)
O (2.00595, -2.03220, 5.78942)
C (2.98674, -2.98275, 5.45206)
C (2.64238, -4.40557, 6.02967)
C (2.39890, -4.44099, 7.52933)
N (3.88641, -5.29760, 5.79279)
H (0.51259, -2.62333, 4.48537)
H (-0.07107, -1.47814, 5.76085)
H (0.33615, -3.14686, 6.15861)
H (3.06851, -3.09670, 4.37859)
H (3.95834, -2.79454, 5.94580)
H (1.73552, -4.80943, 5.53196)
H (1.94408, -5.34659, 7.89854)
H (1.77977, -3.61149, 7.85171)
H (3.37794, -4.23152, 8.02046)
H (4.03902, -5.34973, 4.78313)
H (3.69353, -6.29000, 5.99094)
C (6.73297, -0.89889, -4.63613)
O (5.35299, -1.33382, -4.44919)
C (4.51194, -0.22345, -4.05579)
C (3.03414, -0.70582, -4.22250)
C (2.67958, -1.75230, -3.16322)
N (2.66174, -1.04589, -5.57382)
H (7.30100, -1.81393, -4.79080)
H (6.98004, -0.26565, -3.78981)
H (6.64996, -0.20397, -5.42818)
H (4.69257, 0.08549, -2.99414)
H (4.78911, 0.66154, -4.65852)
H (2.47717, 0.23259, -3.94122)
H (2.73527, -1.24961, -2.22107)
H (3.37366, -2.58146, -3.24267)
H (1.65842, -2.07605, -3.31677)
H (2.84092, -0.24801, -6.14351)
H (3.14784, -1.87778, -5.89527)
C (3.91769, 3.39882, -3.64404)
O (4.43510, 3.11109, -4.89592)
C (4.81101, 4.32110, -5.52652)
C (5.53333, 3.93454, -6.82263)
C (6.84335, 3.22281, -6.43067)
N (5.90133, 5.18752, -7.60859)
H (3.07549, 4.08283, -3.65798)
H (4.70576, 3.93773, -3.00944)
H (3.64768, 2.45354, -3.16628)
H (3.90064, 4.88687, -5.72940)
H (5.50140, 4.89173, -4.88519)
H (4.83513, 3.24903, -7.35842)
H (7.48090, 3.78153, -5.72777)
H (7.34147, 3.00723, -7.38846)
H (6.58324, 2.28200, -6.03441)
H (4.99514, 5.47093, -7.96437)
H (6.50269, 5.00022, -8.39431)
C (-4.22132, 1.27462, 0.63753)
O (-4.18575, 2.41579, -0.21698)
C (-4.89973, 2.13322, -1.49893)
C (-4.50941, 3.14332, -2.58437)
C (-5.11057, 2.71548, -3.89878)
N (-3.06058, 3.38181, -2.76271)
H (-3.67755, 0.41803, 0.26507)
H (-5.24150, 0.88069, 0.81040)
H (-3.81702, 1.50030, 1.62682)
H (-4.56064, 1.15213, -1.91714)
H (-5.96751, 2.11944, -1.30961)
H (-4.90856, 4.10335, -2.20637)
H (-5.04978, 3.47572, -4.72628)
H (-6.17294, 2.39375, -3.79804)
H (-4.57782, 1.82326, -4.26560)
H (-2.61781, 2.53237, -3.12123)
H (-2.61804, 3.48720, -1.84216)
C (-0.09575, 4.34758, 4.75618)
O (-1.25874, 4.18195, 5.59518)
C (-2.49776, 4.56170, 4.92305)
C (-3.63257, 4.58827, 5.89416)
C (-4.85964, 4.95782, 5.08486)
N (-3.38985, 5.49490, 6.99005)
H (-0.10198, 5.31742, 4.26110)
H (-0.11848, 3.52628, 4.00612)
H (0.79119, 4.25353, 5.39706)
H (-2.44708, 5.50760, 4.36728)
H (-2.70396, 3.77735, 4.17430)
H (-3.70607, 3.52889, 6.15757)
H (-5.79978, 4.95143, 5.67922)
H (-5.03154, 4.15686, 4.35542)
H (-4.77966, 5.89377, 4.55974)
H (-4.06945, 5.35792, 7.71684)
H (-2.43646, 5.31592, 7.34210)
C (-0.23960, 0.02551, 2.28370)
O (-0.83462, 0.26785, 1.03512)
C (-0.38618, -0.66996, 0.01353)
C (-0.37174, 0.03206, -1.34273)
C (0.50960, 1.25421, -1.37238)
N (-1.67338, 0.48278, -1.79034)
H (0.86773, -0.01622, 2.27349)
H (-0.52175, -0.88214, 2.89599)
H (-0.55483, 0.82875, 2.92046)
H (0.61348, -1.02445, 0.22788)
H (-1.09910, -1.50024, 0.05355)
H (-0.00993, -0.65544, -2.13297)
H (1.52774, 1.03293, -0.98320)
H (0.10657, 2.08041, -0.76683)
H (0.63628, 1.58895, -2.40223)
H (-2.36314, -0.29166, -1.81016)
H (-2.09796, 1.08750, -1.09508)
C (0.36803, -4.11631, 1.20223)
O (1.53762, -3.39330, 1.56635)
C (2.45193, -3.39224, 0.51416)
C (3.71978, -2.61832, 0.83586)
C (3.46916, -1.13505, 1.16884)
N (4.83777, -2.70528, -0.07961)
H (0.56842, -5.13515, 0.92595)
H (-0.21235, -3.58230, 0.42657)
H (-0.12378, -4.04756, 2.17358)
H (2.67124, -4.42481, 0.28346)
H (1.90279, -2.97494, -0.35143)
H (4.05960, -3.13894, 1.78983)
H (2.73809, -1.09683, 1.95325)
H (3.04028, -0.59755, 0.29586)
H (4.36689, -0.65317, 1.52325)
H (5.22482, -3.64284, -0.30899)
H (4.61380, -2.22237, -0.96756)

- LUMO (eV) = 0.44

Here are the Mulliken charges for atoms 1 to 8, given in e: -0.6561 -0.4867 0.1057 1.2592 -1.1322 -0.7643 0.4139 0.3125

Q) Formula: C36H99N9O9
Source: the OMol25 dataset
Level of theory: ωB97M-V with the def2-TZVPD basis set

Element x y z (Å)
C (-5.19077, 3.70795, 7.44287)
O (-6.26729, 4.02301, 8.31864)
C (-6.50702, 2.93658, 9.19989)
C (-7.76601, 3.34532, 10.04977)
C (-7.54190, 4.43626, 11.12839)
N (-8.41049, 2.18133, 10.64923)
H (-4.28300, 3.43102, 7.97892)
H (-4.92406, 4.52896, 6.77736)
H (-5.60747, 2.89168, 6.85282)
H (-6.72401, 1.99355, 8.69818)
H (-5.62157, 2.82436, 9.82558)
H (-8.57084, 3.69811, 9.40488)
H (-8.50125, 4.82605, 11.46867)
H (-7.04760, 5.25292, 10.60224)
H (-6.94146, 4.27610, 12.02389)
H (-8.56669, 1.49070, 9.92901)
H (-7.82035, 1.63224, 11.25778)
C (4.16408, -7.87521, -0.95527)
O (5.39914, -7.40260, -0.33650)
C (6.49295, -8.34911, -0.38919)
C (6.05435, -9.77153, 0.14212)
C (5.34271, -9.86042, 1.46749)
N (7.15870, -10.76935, 0.08905)
H (3.34541, -7.16669, -1.08125)
H (3.65632, -8.74597, -0.54047)
H (4.44743, -8.12475, -1.97779)
H (6.84159, -8.44663, -1.41732)
H (7.27601, -7.84135, 0.17392)
H (5.31670, -10.20530, -0.53303)
H (5.82580, -9.28183, 2.25487)
H (5.35941, -10.90163, 1.78954)
H (4.28577, -9.59569, 1.43764)
H (7.75150, -10.60959, 0.89102)
H (6.59840, -11.60044, 0.21340)
C (-10.85672, 3.56770, -1.28334)
O (-10.92376, 2.36076, -0.58299)
C (-10.93316, 2.48103, 0.91663)
C (-12.33877, 2.64836, 1.60466)
C (-12.22982, 3.02007, 3.04240)
N (-13.18624, 1.46540, 1.53397)
H (-10.31926, 4.40035, -0.82954)
H (-11.85690, 3.95495, -1.47766)
H (-10.39117, 3.47794, -2.26482)
H (-10.50615, 1.51942, 1.20133)
H (-10.26427, 3.22822, 1.34371)
H (-12.96098, 3.35234, 1.05207)
H (-11.59545, 3.90627, 3.02454)
H (-11.79734, 2.23606, 3.66400)
H (-13.17681, 3.33196, 3.48291)
H (-12.81538, 0.57714, 1.83984)
H (-13.27094, 1.28368, 0.54407)
C (2.10587, -8.15602, 7.31436)
O (1.21490, -7.65190, 6.22338)
C (0.50651, -6.35608, 6.38528)
C (1.61602, -5.33653, 6.70875)
C (1.21205, -3.91905, 6.92565)
N (2.51862, -5.35838, 5.58067)
H (3.15151, -8.31677, 7.05188)
H (1.82413, -9.19718, 7.15720)
H (1.88406, -7.94529, 8.36054)
H (-0.09102, -6.12368, 5.50377)
H (-0.20440, -6.18194, 7.19298)
H (2.03001, -5.68907, 7.65344)
H (2.09679, -3.30232, 7.08369)
H (0.61127, -3.68567, 7.80469)
H (0.78694, -3.62559, 5.96582)
H (2.21419, -4.79489, 4.79970)
H (2.47705, -6.25877, 5.12497)
C (-6.76996, 0.89626, -8.84822)
O (-5.97756, 0.09871, -8.03696)
C (-4.55677, 0.28482, -8.23285)
C (-3.81642, -1.08915, -7.96961)
C (-2.23995, -0.94506, -7.88654)
N (-4.22408, -2.04898, -8.97619)
H (-6.34678, 1.90052, -8.86991)
H (-7.81961, 1.09442, -8.63125)
H (-6.73955, 0.56637, -9.88666)
H (-4.28621, 0.64793, -9.22434)
H (-4.18860, 1.09309, -7.60098)
H (-4.12597, -1.55355, -7.03333)
H (-1.91269, -0.44657, -6.97411)
H (-1.95351, -0.38697, -8.77793)
H (-1.70160, -1.88727, -7.78397)
H (-4.26639, -2.92029, -8.46714)
H (-5.18074, -1.85068, -9.23226)
C (-1.21282, 11.58996, -7.44500)
O (-0.45723, 10.41595, -7.20806)
C (0.01160, 10.38213, -5.79180)
C (0.40471, 8.90795, -5.51245)
C (-0.71374, 7.98237, -5.43321)
N (1.14023, 8.69118, -4.32904)
H (-0.76981, 12.47175, -6.98208)
H (-2.28106, 11.44493, -7.28399)
H (-1.07007, 11.74833, -8.51395)
H (0.80877, 11.05014, -5.46561)
H (-0.86574, 10.60097, -5.18312)
H (0.97416, 8.65544, -6.40691)
H (-0.95465, 7.70643, -6.45982)
H (-1.60889, 8.49940, -5.08756)
H (-0.49831, 7.02290, -4.96299)
H (1.31023, 7.69559, -4.32825)
H (0.59002, 8.85435, -3.49792)
C (9.90264, 0.67176, 4.27792)
O (10.25604, -0.08311, 3.13832)
C (9.64426, -1.36777, 3.07213)
C (10.13913, -2.41598, 4.17536)
C (11.53365, -3.09595, 3.95641)
N (9.16757, -3.46676, 4.29335)
H (10.11159, 1.72966, 4.11884)
H (10.42952, 0.37430, 5.18458)
H (8.81519, 0.62526, 4.33610)
H (8.56074, -1.28261, 3.15475)
H (9.76737, -1.78993, 2.07478)
H (10.20837, -1.99310, 5.17760)
H (11.68095, -4.11690, 4.30865)
H (12.33557, -2.46973, 4.34740)
H (11.72543, -3.27340, 2.89819)
H (8.26142, -3.11509, 4.56779)
H (9.00205, -4.06811, 3.49893)
C (7.41491, -2.08823, -6.87155)
O (6.55937, -1.00126, -7.27347)
C (6.50616, 0.05839, -6.29690)
C (5.84496, 1.33394, -6.98312)
C (6.50100, 1.92195, -8.18611)
N (5.77657, 2.44156, -6.03552)
H (8.46922, -1.84882, -7.01014)
H (7.33247, -2.89011, -7.60523)
H (7.20311, -2.38980, -5.84573)
H (5.88253, -0.19651, -5.44005)
H (7.48358, 0.27746, -5.86706)
H (4.92605, 0.90989, -7.38794)
H (5.79033, 2.48447, -8.79160)
H (6.72504, 1.07796, -8.83848)
H (7.42270, 2.46674, -7.98174)
H (5.28681, 3.16207, -6.54650)
H (6.69695, 2.81185, -5.84609)
C (-2.98482, 1.59451, -0.42983)
O (-1.55088, 1.48174, -0.68800)
C (-0.92765, 0.26345, -0.21983)
C (0.31447, 0.72599, 0.65242)
C (1.00130, 2.01118, 0.38252)
N (1.36316, -0.28410, 0.68322)
H (-3.37460, 2.54713, -0.78857)
H (-3.16030, 1.46037, 0.63755)
H (-3.50609, 0.76589, -0.90919)
H (-1.60244, -0.23328, 0.47732)
H (-0.66178, -0.29182, -1.11932)
H (0.09324, 0.92745, 1.70055)
H (2.00783, 2.04639, 0.79936)
H (0.42595, 2.84047, 0.79406)
H (1.06555, 2.00983, -0.70558)
H (2.18812, 0.16083, 1.05948)
H (1.68889, -0.43341, -0.26108)

- LUMO (eV) = 0.55

Here are the Mulliken charges for atoms 1 to 8, given in e: -0.7004 -0.3248 -0.6673 0.5394 -1.3217 -0.7483 0.2831 0.2445

Most favorable first, least favorable last: P), Q)